Entry 1:
Molecular formula: C19H18MgNOS
Method: DFT, ωB97M-V/def2-TZVPD

Summary:
Net charge ... -1
DFT total energy ... -1462.84141 Eh
Energy above the lowest of the compared OMol25 structures with the same formula, charge and spin ... 5.422 eV
Frontier orbital gap (alpha / beta) ... 0.1039 / 0.1040 Eh

XYZ file:
```
41
Properties=species:S:1:pos:R:3:mulliken_charge:R:1
C 2.553 2.423 1.797 -0.318
C 2.825 1.113 2.561 -0.308
C 2.665 0.067 1.525 -0.432
H 3.415 0.782 3.450 0.503
C 2.439 0.635 0.285 -0.129
C 2.208 2.001 0.403 -1.326
H 2.182 2.679 -0.457 0.486
H 2.851 3.497 1.891 0.507
H 2.782 -1.003 1.721 0.341
H 2.679 0.137 -0.630 0.651
C -1.719 0.066 2.431 -0.440
C -1.213 0.944 3.447 -0.780
C -1.417 2.299 3.002 -0.473
H -0.744 0.570 4.349 0.562
C -1.784 2.246 1.619 -0.839
C -2.100 0.880 1.314 -0.464
H -2.750 0.547 0.514 0.558
H -1.787 -0.997 2.534 0.508
H -1.485 3.208 3.635 0.482
H -1.901 3.104 0.976 0.478
Mg 0.060 0.884 0.608 0.749
O -0.207 -0.982 0.212 -0.596
C 0.515 -1.834 -0.647 -0.841
C 0.468 -1.364 -2.041 -0.509
H 1.589 -1.859 -0.408 0.172
H 0.061 -2.831 -0.599 0.488
H 1.164 -0.586 -2.354 0.081
H 0.865 -1.751 -4.586 0.313
C -0.173 -1.947 -4.306 -0.643
C -0.520 -1.750 -2.934 0.664
C -1.874 -2.010 -2.540 -0.412
H -2.135 -1.811 -1.497 0.289
C -2.796 -2.480 -3.461 -0.493
H -3.831 -2.669 -3.163 0.327
C -2.406 -2.716 -4.788 -0.392
H -3.126 -3.104 -5.506 0.301
C -1.090 -2.457 -5.206 -0.398
H -0.778 -2.661 -6.233 0.309
S 1.312 2.000 3.127 0.443
C 1.621 3.016 4.513 0.052
N 1.580 3.713 5.442 -0.471
```

***

Entry 2:
Molecular formula: C20H26Br2NO5P
Method: DFT, ωB97M-V/def2-TZVPD

Summary:
DFT total energy ... -6697.47330 Eh
Frontier orbital gap ... 0.2708 Eh

XYZ file:
```
55
Properties=species:S:1:pos:R:3:mulliken_charge:R:1
C -4.846 -0.371 -2.919 -0.908
C -3.679 -0.311 -1.741 -0.461
C -2.212 -0.437 -2.512 0.041
C -1.692 0.957 -3.190 -0.513
C -0.898 1.987 -2.205 -0.788
C -0.702 1.541 -0.667 -0.014
C 0.378 0.430 -0.264 1.153
C 0.579 -0.027 1.334 0.192
C -0.267 0.668 2.555 -0.890
C -0.072 2.291 2.702 0.670
C 1.368 2.869 2.176 -1.139
C -0.321 2.844 4.261 -1.056
C 1.653 -1.239 1.751 0.219
C 1.871 -1.807 3.272 -0.845
C 3.031 -1.068 4.152 0.517
O 2.634 -0.311 5.213 -0.518
O 4.490 -1.174 3.969 -0.431
C 2.561 -1.998 0.568 -0.688
Br 3.857 -3.489 0.909 -0.102
C 2.361 -1.523 -0.983 -0.049
C 1.294 -0.342 -1.357 0.114
C 1.464 -0.289 -2.947 0.321
O 1.486 0.582 -3.936 -0.544
N 1.806 -1.742 -3.343 -0.168
P 0.479 -2.858 -2.851 0.638
O 1.107 -4.287 -2.048 -0.509
Br -0.612 -3.698 -4.690 -0.298
C 3.001 -2.028 -2.406 0.211
O 4.204 -2.497 -2.743 -0.540
H -5.926 -0.370 -2.465 0.325
H -4.640 -1.387 -3.511 0.243
H -4.658 0.497 -3.701 0.229
H -3.793 -1.316 -1.117 0.272
H -3.761 0.640 -1.060 0.256
H -1.450 -0.978 -1.812 -0.059
H -2.408 -1.193 -3.415 0.144
H -2.672 1.509 -3.592 0.233
H -1.104 0.657 -4.177 0.236
H 0.156 2.358 -2.611 0.247
H -1.554 2.987 -2.181 0.400
H -1.768 1.182 -0.266 -0.066
H -0.477 2.533 -0.041 0.192
H -0.024 0.213 3.630 0.236
H -1.424 0.487 2.360 0.167
H -0.943 2.807 2.070 0.150
H 2.294 2.387 2.725 0.244
H 1.374 4.045 2.379 0.387
H 1.538 2.708 1.005 0.220
H -1.184 3.661 4.238 0.261
H 0.632 3.383 4.673 0.282
H -0.693 1.972 4.948 0.309
H 0.822 -1.780 3.838 0.329
H 2.152 -2.967 3.242 0.437
H 4.793 -1.711 4.784 0.371
H 0.390 -4.998 -1.999 0.344
```

***

Entry 3:
Molecular formula: C10H16O2
Method: DFT, ωB97M-V/def2-TZVPD

Summary:
Net charge ... +1
DFT total energy ... -540.76255 Eh
Energy above the lowest of the compared OMol25 structures with the same formula, charge and spin ... 0.832 eV
Spin multiplicity ... 2
Expectation value of S² ... 0.769
Frontier orbital gap (alpha / beta) ... 0.3532 / 0.2205 Eh

XYZ file:
```
28
Properties=species:S:1:pos:R:3:mulliken_charge:R:1
C 2.764 0.889 1.410 -0.224
C 2.862 0.225 0.001 -0.837
O 1.981 0.028 2.260 -0.513
H 3.741 1.027 1.856 0.329
H 2.016 1.656 1.202 0.202
H 3.777 -0.371 -0.188 0.368
H 2.237 -0.844 2.566 0.287
H 2.835 0.989 -0.762 0.299
H 2.073 -0.529 -0.242 0.130
C -0.768 1.477 -1.455 -0.573
C -1.981 1.706 -2.314 -1.289
C -1.004 0.291 -0.549 0.501
C -1.018 -0.997 -1.125 -0.482
C -0.853 0.475 0.838 -0.163
C -1.123 -2.137 -0.381 -0.838
C -1.116 -0.647 1.639 -0.709
C -1.245 -1.923 1.008 0.976
O -1.654 -2.844 1.847 -0.422
H 0.246 1.322 -1.871 0.410
H -0.641 2.332 -0.767 0.347
H -2.616 0.861 -2.643 0.351
H -1.311 -1.179 -2.146 0.432
H -0.622 1.367 1.397 0.505
H -1.157 -3.135 -0.781 0.422
H -1.237 -0.711 2.727 0.410
H -1.814 -3.754 1.558 0.371
H -1.619 2.140 -3.268 0.333
H -2.751 2.283 -1.820 0.376
```